a:
A structure of composition C15H8Cl2PdS6. Source: the Open Molecules 2025 dataset; level of theory: ωB97M-V/def2-TZVPD.

Output
total charge = -2
Kohn-Sham gap = 5.277 eV
LUMO = 4.45 eV

Last column: Mulliken charge in e.
Element x y z (Å)
Pd 0.137 0.015 0.132  -0.442
S 5.262 5.252 0.210  -0.413
C 4.115 4.035 0.082  0.067
S 2.443 4.266 0.375  -0.147
C 1.873 2.657 -0.012  0.007
C 2.843 1.756 -0.378  0.195
S 2.647 0.092 -0.767  -0.437
S 4.467 2.428 -0.407  -0.147
S 0.165 2.383 0.083  -0.415
Cl -2.828 -0.195 -0.503  -0.136
C -3.072 -1.888 -0.201  0.583
C -4.387 -2.300 -0.072  -0.720
C -4.691 -3.634 0.158  -0.286
C -3.651 -4.543 0.255  -0.742
C -2.349 -4.106 0.134  0.398
Cl -1.112 -5.324 0.272  -0.248
C -1.970 -2.765 -0.092  -0.210
S -0.302 -2.357 -0.233  -0.220
H -5.166 -1.560 -0.158  0.375
H -5.717 -3.957 0.258  0.328
H -3.836 -5.594 0.428  0.359
C -0.181 -0.128 4.873  -0.328
C -1.170 -0.730 4.115  -0.675
C -1.121 -0.692 2.728  0.104
C -0.073 -0.047 2.062  0.624
C 0.920 0.560 2.844  -0.171
C 0.865 0.513 4.229  -0.626
H -0.222 -0.160 5.958  0.310
H -1.993 -1.240 4.604  0.351
H -1.905 -1.181 2.164  0.060
H 1.745 1.069 2.356  0.252
H 1.648 0.990 4.808  0.351

=====

b:
A structure of composition C15H8Cl2PdS6. Source: the Open Molecules 2025 dataset; level of theory: ωB97M-V/def2-TZVPD.

Output
total charge = -2
Kohn-Sham gap = 5.296 eV
LUMO = 4.43 eV

Last column: Mulliken charge in e.
Element x y z (Å)
Pd -1.442 -0.336 0.130  -0.322
S -8.035 1.122 2.795  -0.395
C -6.568 0.703 2.222  0.088
S -5.036 1.032 3.032  -0.152
C -3.911 0.309 1.835  0.174
C -4.487 -0.219 0.728  0.230
S -3.680 -0.937 -0.592  -0.481
S -6.283 -0.121 0.685  -0.138
S -2.252 0.279 2.231  -0.485
Cl 0.662 -2.680 0.973  -0.161
C 1.678 -2.459 -0.420  0.005
C 2.983 -2.926 -0.345  -0.420
C 3.854 -2.819 -1.394  -0.391
C 3.436 -2.227 -2.591  -0.638
C 2.138 -1.736 -2.705  0.226
Cl 1.691 -1.021 -4.213  -0.245
C 1.175 -1.810 -1.615  0.350
S -0.407 -1.237 -1.823  -0.348
H 3.302 -3.394 0.587  0.330
H 4.868 -3.196 -1.296  0.319
H 4.108 -2.136 -3.436  0.356
C 1.874 3.268 0.522  -0.287
C 2.319 1.948 0.599  -0.664
C 1.417 0.886 0.533  0.613
C 0.035 1.048 0.388  -0.348
C -0.373 2.384 0.332  -0.028
C 0.496 3.471 0.386  -0.632
H 2.564 4.100 0.569  0.342
H 3.380 1.740 0.707  0.350
H 1.830 -0.105 0.601  0.111
H -1.436 2.589 0.241  0.311
H 0.099 4.480 0.332  0.330

=====

Quick one: least stable of them? a

=====

a:
An isolated molecule of C22H23N3O2. Source: the Open Molecules 2025 dataset; level of theory: ωB97M-V/def2-TZVPD.

Output
Kohn-Sham gap = 9.327 eV
LUMO = 0.81 eV
SMILES = Cc1cc(C(=O)N2CCN(C(c3ccccc3)c3ccccc3)CC2)no1

Last column: Mulliken charge in e.
Element x y z (Å)
C 0.239 0.167 -6.914  -1.231
C 0.278 -0.239 -5.489  0.560
C 0.045 -1.428 -4.861  -0.947
C 0.254 -1.142 -3.486  0.667
N 0.573 0.122 -3.336  -0.159
O 0.591 0.686 -4.565  -0.316
C 0.015 -2.137 -2.405  0.769
O -0.779 -3.041 -2.614  -0.707
N 0.717 -2.047 -1.258  0.176
C 1.618 -0.989 -0.860  -1.324
H 1.555 -0.179 -1.584  0.704
C 1.215 -0.484 0.542  -0.589
N -0.201 -0.726 0.703  0.409
C -0.475 -2.139 0.860  -0.461
C 0.370 -2.923 -0.161  -1.212
H -0.188 -3.771 -0.559  0.477
H 1.297 -3.283 0.295  0.354
H -0.248 -2.508 1.876  0.343
H -1.539 -2.296 0.663  0.419
C -0.913 0.138 1.636  -0.095
C -0.963 1.559 1.114  0.142
C -0.812 1.820 -0.243  -0.616
C -0.885 3.116 -0.720  -0.723
C -1.122 4.168 0.149  -0.464
C -1.299 3.912 1.498  -0.746
C -1.222 2.617 1.977  -0.460
H -1.366 2.426 3.031  0.458
H -1.498 4.725 2.181  0.397
H -1.177 5.180 -0.223  0.389
H -0.756 3.302 -1.776  0.456
H -0.639 1.003 -0.926  0.498
C -0.363 0.027 3.045  0.054
C -0.952 -0.850 3.949  -0.300
C -0.414 -1.037 5.210  -0.797
C 0.725 -0.347 5.587  -0.385
C 1.316 0.535 4.698  -1.040
C 0.778 0.719 3.437  0.177
H 1.239 1.422 2.758  0.443
H 2.200 1.083 4.988  0.381
H 1.147 -0.492 6.570  0.398
H -0.886 -1.722 5.899  0.395
H -1.848 -1.385 3.665  0.405
H -1.949 -0.234 1.646  0.752
H 1.811 -0.990 1.322  0.337
H 1.408 0.586 0.606  0.453
H 2.643 -1.379 -0.837  0.210
H -0.234 -2.370 -5.280  0.403
H -0.025 -0.686 -7.531  0.326
H -0.494 0.959 -7.058  0.308
H 1.211 0.550 -7.221  0.310

=====

b:
An isolated molecule of C22H23N3O2. Source: the Open Molecules 2025 dataset; level of theory: ωB97M-V/def2-TZVPD.

Output
Kohn-Sham gap = 9.312 eV
LUMO = 0.51 eV
SMILES = O=C(CCc1nnc(Cc2ccc(-c3ccccc3)cc2)o1)NCC1CC1

Last column: Mulliken charge in e.
Element x y z (Å)
O -3.841 -2.910 -0.322  -0.664
C -3.554 -1.875 -0.885  0.547
N -2.282 -1.486 -1.118  -0.041
H -2.102 -0.579 -1.519  0.239
C -1.146 -2.191 -0.558  -1.389
C -0.464 -1.363 0.506  1.449
C -1.173 -1.139 1.809  -0.692
C 0.038 -2.016 1.758  -0.467
H 0.956 -1.649 2.190  0.189
H -0.098 -3.081 1.865  0.274
H -2.135 -1.609 1.942  0.178
H -1.097 -0.171 2.279  0.296
H 0.119 -0.539 0.112  -0.634
H -1.545 -3.114 -0.132  0.453
H -0.444 -2.438 -1.362  0.300
C -4.614 -0.898 -1.382  -0.781
H -4.233 -0.285 -2.199  0.355
H -5.470 -1.475 -1.733  0.366
C -5.064 -0.011 -0.214  -0.472
C -3.971 0.856 0.283  0.533
N -3.672 1.121 1.509  -0.592
N -2.640 1.993 1.493  -0.410
C -2.354 2.222 0.256  1.040
O -3.162 1.525 -0.580  -0.309
C -1.281 3.092 -0.284  -1.573
C 0.035 2.350 -0.254  0.783
C 0.669 2.121 0.961  -0.443
C 1.869 1.438 1.006  -0.557
C 2.466 0.969 -0.163  0.751
C 1.820 1.194 -1.376  -0.839
C 0.616 1.872 -1.419  -0.655
H 0.128 2.033 -2.371  0.367
H 2.256 0.817 -2.290  0.490
C 3.749 0.252 -0.118  0.032
C 3.997 -0.703 0.865  -0.237
C 5.204 -1.376 0.904  -0.720
C 6.185 -1.100 -0.033  -0.368
C 5.951 -0.150 -1.013  -0.701
C 4.742 0.518 -1.058  -0.325
H 4.571 1.271 -1.814  0.473
H 6.715 0.072 -1.744  0.387
H 7.129 -1.623 0.000  0.378
H 5.379 -2.119 1.668  0.401
H 3.229 -0.934 1.589  0.231
H 2.361 1.283 1.955  0.560
H 0.209 2.478 1.870  0.400
H -1.537 3.378 -1.305  0.383
H -1.216 3.982 0.343  0.419
H -5.893 0.625 -0.539  0.303
H -5.407 -0.624 0.620  0.293

=====

Quick one: least stable of them? a

=====

a:
A structure of composition C5H7N2O. Source: the Open Molecules 2025 dataset; level of theory: ωB97M-V/def2-TZVPD.

Output
total charge = +1
Kohn-Sham gap = 11.314 eV
LUMO = -4.19 eV

Last column: Mulliken charge in e.
Element x y z (Å)
C 0.653 -0.027 1.074  0.150
C 2.322 -0.909 0.352  0.295
C 2.010 -0.245 1.732  -0.354
C -0.499 -0.586 -0.433  0.471
C -0.996 0.232 -1.569  -1.188
N 1.017 -0.506 -0.128  -0.036
N -0.651 0.055 0.985  -0.215
O 3.189 -1.500 -0.155  -0.385
H 2.638 0.541 2.242  0.310
H 2.219 -1.008 2.571  0.274
H -0.642 -1.671 -0.342  0.456
H -0.229 0.968 -1.793  0.340
H -2.020 0.629 -1.412  0.304
H -1.188 -0.293 -2.531  0.337
H -1.375 0.096 1.688  0.241

=====

b:
The ion C5H7N2O with charge +1. Source: the Open Molecules 2025 dataset; level of theory: ωB97M-V/def2-TZVPD.

Output
total charge = +1
Kohn-Sham gap = 7.639 eV
LUMO = -5.97 eV
SMILES = C=C=[N+]=C[C@@H](C)N=O

Last column: Mulliken charge in e.
Element x y z (Å)
C 0.521 -1.264 -0.265  -0.126
C -0.018 -0.129 1.842  0.920
C -0.326 0.415 2.945  -0.981
C 0.098 -0.458 -1.349  0.133
C -0.889 0.747 -1.123  -1.420
N 0.351 -0.833 0.920  -0.093
N 1.346 0.418 -1.829  0.150
O 2.376 -0.109 -2.043  -0.234
H 1.228 -2.117 -0.588  0.362
H -0.926 1.236 3.016  0.286
H -0.113 0.052 3.881  0.316
H -0.321 -0.930 -2.196  0.473
H -1.854 0.356 -0.610  0.332
H -1.046 1.166 -2.080  0.431
H -0.425 1.451 -0.521  0.450

=====

Quick one: least stable of them? b